Entry 1:
Molecular formula: C34H33LuN9O8S2
Method: DFT, ωB97M-V/def2-TZVPD

Summary:
HOMO level (eV): -3.98
F_max (eV/A): 3.38
Frontier orbital gap (eV): 4.98
Molecular weight (g mol⁻¹): 934.8
Relative energy (zero: lowest compared OMol25 entry of this formula, charge and spin) (kJ/mol): 41.2
Net charge: -1
E (eV): -120877.93782

Last column: Löwdin charge in e.
Element x y z (Å)
Lu: 1.265 0.230 0.678  1.772
O: 2.531 0.655 2.604  -0.182
C: 3.625 1.643 2.787  -0.124
C: 4.369 1.811 1.402  -0.136
N: 3.307 2.202 0.436  -0.184
C: 2.702 3.501 0.788  -0.089
C: 1.359 3.257 1.494  -0.545
O: 0.973 3.926 2.431  0.072
O: 0.669 2.249 0.885  -0.298
C: 3.620 2.053 -1.027  -0.067
C: 1.320 2.277 -1.936  -0.426
O: 1.545 3.450 -2.094  0.058
O: 0.082 0.464 -1.229  -0.366
H: 2.299 0.208 3.419  0.104
H: 4.314 1.314 3.555  0.115
H: 3.228 2.649 3.079  0.119
H: 4.771 0.851 1.079  0.107
H: 5.137 2.611 1.438  0.130
H: 2.530 4.100 -0.119  0.125
H: 3.363 4.026 1.490  0.121
H: 4.566 1.503 -1.176  0.135
H: 3.741 3.002 -1.520  0.108
N: -1.148 3.371 -2.545  0.138
C: -1.143 2.060 -2.439  -0.818
S: -2.227 0.956 -3.080  0.607
N: 0.071 1.630 -1.842  -0.150
N: 2.399 1.344 -1.667  -0.023
C: 2.659 0.162 -2.387  -0.229
C: 2.162 0.078 -3.727  -0.177
C: 1.399 -1.030 -4.199  -0.051
C: 0.972 -1.125 -5.484  -0.124
C: 1.090 -0.047 -6.327  -0.102
C: 1.682 1.148 -5.841  -0.105
C: 2.400 1.146 -4.673  -0.038
C: 3.171 -1.007 -1.699  -0.213
C: 3.772 -2.144 -2.293  -0.026
C: 4.120 -3.256 -1.502  -0.098
C: 4.070 -3.156 -0.125  -0.126
C: 3.616 -1.935 0.440  -0.204
N: 3.041 -1.005 -0.304  -0.064
H: -1.960 3.852 -2.800  0.089
H: -0.282 3.854 -2.556  0.073
H: 1.208 -1.923 -3.527  0.135
H: 0.365 -1.981 -5.666  0.092
H: 0.667 0.031 -7.323  0.090
H: 1.583 2.046 -6.483  0.104
H: 3.155 1.926 -4.494  0.116
H: 3.959 -2.126 -3.322  0.091
H: 4.504 -4.161 -1.994  0.104
H: 4.457 -3.980 0.514  0.094
H: 3.650 -1.797 1.494  0.079
O: -7.360 3.000 1.981  -0.359
S: -7.875 1.960 2.848  0.423
O: -8.752 2.492 3.887  -0.377
O: -8.272 0.637 2.336  -0.366
C: -6.562 1.153 3.799  -0.343
N: -7.133 0.415 4.820  0.116
C: -6.291 -0.405 5.435  -0.147
C: -4.938 -0.530 5.127  -0.008
C: -4.476 0.315 4.071  -0.198
N: -5.286 1.242 3.474  0.155
C: -3.142 0.262 3.452  -0.136
C: -2.296 -0.854 3.516  -0.014
C: -1.079 -0.807 2.902  -0.152
N: -0.663 0.229 2.113  -0.057
C: -1.481 1.327 2.121  -0.072
C: -2.714 1.365 2.726  0.024
H: -6.682 -1.043 6.244  0.108
H: -4.312 -1.133 5.782  0.097
H: -2.440 -1.768 4.085  0.113
H: -0.319 -1.605 3.029  0.106
H: -1.075 2.120 1.464  0.108
H: -3.396 2.206 2.536  0.133
C: -2.318 -5.157 -1.672  -0.052
C: -1.491 -4.104 -0.969  -0.247
C: -1.917 -2.765 -1.105  -0.002
C: -1.147 -1.732 -0.591  -0.120
N: -0.075 -1.935 0.211  -0.026
C: 0.186 -3.197 0.533  -0.149
C: -0.411 -4.323 -0.096  -0.012
H: -1.941 -6.148 -1.411  0.069
H: -2.253 -5.085 -2.784  0.095
H: -3.385 -5.137 -1.464  0.081
H: -2.806 -2.472 -1.658  0.122
H: -1.401 -0.711 -0.876  0.060
H: 0.889 -3.376 1.359  0.104
H: -0.118 -5.344 0.161  0.106

***

Entry 2:
Molecular formula: C34H33NO6P
Method: DFT, ωB97M-V/def2-TZVPD

Summary:
HOMO level (eV): -11.45
F_max (eV/A): 2.71
Frontier orbital gap (eV): 8.38
Molecular weight (g mol⁻¹): 582.6
Net charge: +1
E (eV): -58849.32002

Last column: Löwdin charge in e.
Element x y z (Å)
C: 5.341 -3.369 -0.237  -0.156
C: 5.383 -1.975 0.491  -0.363
P: 4.381 -0.824 -0.633  1.074
C: 5.600 0.418 -1.373  -0.219
N: 3.158 0.086 0.389  -0.287
O: 3.203 1.462 0.175  -0.016
C: 1.774 -0.483 0.217  -0.094
C: 1.344 -0.770 -1.260  -0.408
C: 1.371 -2.316 -1.544  -0.034
O: -0.019 -0.364 -1.450  -0.042
H: 6.177 -3.965 0.147  0.080
H: 4.360 -3.847 -0.069  0.073
H: 5.399 -3.216 -1.330  0.062
H: 6.414 -1.575 0.468  0.074
H: 4.984 -2.027 1.516  0.079
H: 6.427 0.589 -0.668  0.046
H: 5.987 -0.095 -2.268  0.053
H: 5.028 1.321 -1.621  0.035
H: 3.400 -0.071 1.379  0.165
H: 2.356 1.866 0.410  0.108
H: 1.739 -1.392 0.846  0.138
H: 1.002 0.192 0.646  0.147
H: 1.936 -0.223 -2.014  0.128
H: 2.304 -2.552 -2.086  0.062
H: 1.430 -2.897 -0.606  0.071
H: 0.474 -2.553 -2.127  0.092
H: 0.051 0.516 -1.822  0.079
C: -0.771 -7.804 3.395  -0.054
C: -2.054 -8.304 3.600  -0.047
C: -3.159 -7.571 3.195  0.008
C: -2.987 -6.329 2.593  -0.080
C: -1.701 -5.817 2.408  -0.086
C: -0.594 -6.564 2.802  -0.004
C: -1.502 -4.474 1.811  -0.275
O: -0.378 -4.025 1.645  0.067
C: -2.696 -3.682 1.428  -0.086
C: -2.527 -2.399 0.920  -0.007
C: -3.631 -1.650 0.543  -0.053
C: -4.911 -2.184 0.667  -0.047
C: -5.085 -3.462 1.179  0.010
C: -3.979 -4.211 1.570  -0.079
C: -4.178 -5.563 2.148  -0.277
O: -5.292 -6.030 2.259  0.117
H: 0.091 -8.382 3.704  0.109
H: -2.191 -9.267 4.075  0.111
H: -4.155 -7.964 3.351  0.124
H: 0.404 -6.176 2.648  0.115
H: -1.533 -1.985 0.819  0.103
H: -3.496 -0.649 0.151  0.107
H: -5.772 -1.601 0.367  0.111
H: -6.081 -3.873 1.279  0.124
C: -3.770 8.223 -0.053  -0.046
C: -3.289 9.071 -1.047  -0.044
C: -2.228 8.675 -1.847  0.008
C: -1.635 7.432 -1.650  -0.083
C: -2.102 6.590 -0.637  -0.086
C: -3.178 6.985 0.153  0.005
C: -1.452 5.284 -0.381  -0.278
O: -1.854 4.543 0.495  0.105
C: -0.286 4.894 -1.214  -0.076
C: 0.371 3.696 -0.951  -0.011
C: 1.454 3.314 -1.730  -0.082
C: 1.881 4.121 -2.782  -0.047
C: 1.231 5.317 -3.044  0.016
C: 0.152 5.711 -2.254  -0.068
C: -0.514 7.012 -2.523  -0.276
O: -0.138 7.715 -3.438  0.121
H: -4.604 8.530 0.565  0.112
H: -3.745 10.041 -1.198  0.113
H: -1.860 9.334 -2.622  0.124
H: -3.551 6.331 0.930  0.122
H: 0.037 3.064 -0.135  0.112
H: 1.964 2.384 -1.522  0.066
H: 2.721 3.818 -3.394  0.110
H: 1.565 5.947 -3.858  0.127